1.
Density functional theory data (wB97M-V/def2-TZVPD) for a structure of composition C32H37AlClF10LiN2O13V in a non-equilibrium geometry.

Computed properties:
HOMO-LUMO gap: 1.37 eV
lowest unoccupied orbital energy: -7.5 eV
strongest force on any atom: 0.124 hartree/bohr
total charge: +1
energy: -135545.71847 eV

Structure (XYZ):
```
98
Properties=species:S:1:pos:R:3:forces:R:3:mulliken_charge:R:1
N 7.5098 2.9375 -1.4404 -0.16 -0.63 -0.44 -0.58
C 6.6908 1.8263 -0.9603 -0.17 0.70 0.46 -0.35
C 7.3246 0.4545 -1.2729 -0.26 0.82 0.71 -0.19
C 6.6778 -0.7742 -0.5323 0.60 0.66 -1.32 -0.91
C 5.4925 -1.0465 -1.5193 0.08 0.08 0.80 1.33
C 4.4774 -2.1753 -1.1827 1.20 0.12 0.97 -1.02
C 3.4011 -1.6491 -0.1773 0.25 -0.83 -0.82 -1.01
C 2.0134 -1.4283 -0.8326 1.66 0.26 0.84 0.66
F 1.1371 -1.4029 0.1729 -0.71 0.27 -0.22 -0.24
F 1.7398 -2.4328 -1.6823 -0.37 -0.13 -0.08 -0.30
C 1.9381 -0.1300 -1.6786 -0.36 -0.84 -0.03 0.66
F 2.8415 -0.1909 -2.6748 0.40 -0.10 0.28 -0.42
F 2.3464 0.9370 -0.8823 0.33 -0.12 0.47 -0.45
C 0.5772 0.2220 -2.3480 0.82 0.46 -0.95 0.96
F 0.6880 -0.1414 -3.6397 0.09 0.09 -0.14 -0.25
F -0.4749 -0.4107 -1.8829 -0.18 0.22 0.97 -0.19
C 0.4517 1.7802 -2.3415 -2.05 -0.52 -1.46 0.09
F 0.2198 2.2627 -1.1584 0.62 0.11 0.89 0.02
F 1.5995 2.3104 -2.8782 0.88 0.19 0.80 -0.22
F -0.5005 2.1025 -3.1665 -0.07 -1.30 -0.53 -0.16
C 6.2543 -1.0930 -2.8658 -1.09 -0.44 1.69 -1.26
N 7.0944 0.1620 -2.7467 -0.95 -0.61 -1.28 0.01
H 8.4942 2.7016 -1.4680 -0.05 0.30 0.23 0.20
H 7.3537 3.7811 -0.9034 0.21 -0.05 -0.15 0.26
H 5.6895 1.9246 -1.4458 0.39 -0.33 0.16 -0.13
H 6.5040 1.9463 0.1232 0.12 -0.59 -0.26 0.45
H 8.4091 0.5889 -1.1496 -0.33 -0.45 0.17 0.52
H 6.3925 -0.5508 0.5026 0.14 -0.02 -0.35 0.37
H 7.4850 -1.5247 -0.5714 -0.73 -0.28 0.32 0.36
H 4.9100 -0.1138 -1.3993 0.18 -0.23 -0.80 -0.55
H 4.0575 -2.6696 -2.0661 -0.02 0.34 0.20 0.51
H 5.0533 -2.9431 -0.6362 -0.29 0.06 -0.38 0.42
H 3.7581 -0.7559 0.3530 -0.29 -0.12 -0.21 0.44
H 3.2521 -2.4164 0.5973 -0.23 0.28 -0.30 0.44
H 5.5351 -1.0649 -3.6920 0.73 0.06 -0.20 0.43
H 6.9130 -1.9705 -2.8298 -0.25 0.25 -0.52 0.38
H 7.9199 0.0719 -3.3424 0.12 0.26 0.31 0.38
H 6.4829 0.8604 -3.1830 0.60 0.44 0.19 0.40
C 1.3639 3.2625 -5.9499 -0.78 -0.25 0.84 -0.30
C 2.4020 3.6300 -7.0485 1.00 0.32 -0.89 0.51
O 3.5907 3.4570 -6.7125 -0.19 -0.17 0.42 -0.60
O 1.9020 4.0405 -8.0995 -0.28 -0.12 0.30 -0.53
H 1.8602 2.9091 -5.0516 0.20 0.06 -0.20 -0.13
H 0.7668 4.1394 -5.6994 0.03 0.04 -0.17 0.29
H 0.7036 2.4774 -6.3177 0.02 0.10 -0.18 0.29
C -2.6170 4.0533 0.0552 0.16 -0.44 -1.08 -0.13
C -1.7197 4.9304 0.8624 0.57 0.40 -0.98 0.56
O -2.5842 5.3201 1.9444 -0.46 -0.51 0.90 -0.21
C -3.4378 4.3102 2.0906 0.45 -0.09 -1.10 0.71
O -4.1387 4.1434 3.0870 -0.24 -0.40 0.71 -0.53
O -3.4595 3.4862 1.0736 -0.55 0.54 0.86 -0.18
F -1.3435 6.0298 0.1854 -0.11 0.16 0.44 -0.27
H -3.2310 4.6097 -0.6529 0.02 0.14 0.15 0.40
H -2.0779 3.2856 -0.4792 -0.11 -0.21 0.27 -0.33
H -0.8371 4.4303 1.2627 -0.11 -0.01 0.13 0.27
Al -4.6191 2.3477 3.9039 0.17 0.38 -0.25 0.59
Cl -1.0729 4.4162 -2.5387 -0.06 1.52 0.14 -0.51
O -1.4708 1.5227 1.0974 0.22 0.23 0.28 -0.89
H -1.6661 1.2414 0.2000 -0.08 -0.13 -0.19 0.08
C -4.9986 -0.3096 1.2930 0.06 -0.16 0.10 -0.70
C -3.6931 -0.7777 1.4257 0.09 0.11 0.01 -0.69
C -3.4614 -2.1336 1.5913 -0.05 0.08 -0.02 -1.00
C -4.5301 -3.0227 1.6368 -0.07 0.07 0.00 0.52
C -5.8390 -2.5469 1.5277 0.15 -0.07 0.01 0.28
C -6.0688 -1.1888 1.3445 -0.02 0.24 0.01 -0.85
C -6.9952 -3.4780 1.6236 -0.41 0.15 -0.05 0.52
O -8.1318 -3.0646 1.5251 0.04 0.00 0.01 -0.66
C -6.7280 -4.9227 1.8513 0.14 -0.08 0.03 0.23
C -7.7950 -5.8000 2.0003 -0.12 -0.15 0.02 -0.63
C -7.5585 -7.1507 2.1999 0.09 0.02 -0.01 -0.46
C -6.2540 -7.6330 2.2426 -0.05 0.05 0.00 -0.56
C -5.1862 -6.7624 2.1001 -0.01 -0.16 0.04 -0.56
C -5.4181 -5.4042 1.9135 -0.11 0.02 -0.01 0.23
C -4.2651 -4.4763 1.7972 0.31 -0.15 0.01 0.61
O -3.1228 -4.8956 1.8379 0.02 0.02 0.04 -0.67
H -5.1774 0.7516 1.1527 0.01 -0.02 -0.11 0.70
H -2.8570 -0.0796 1.3968 -0.01 0.06 0.03 0.86
H -2.4477 -2.4993 1.6893 -0.07 -0.10 0.00 0.56
H -7.0816 -0.8190 1.2467 -0.03 -0.17 0.02 0.48
H -8.8108 -5.4288 1.9643 0.08 0.12 -0.04 0.47
H -8.3915 -7.8315 2.3207 0.02 0.02 -0.01 0.41
H -6.0717 -8.6897 2.3915 0.00 0.03 0.00 0.41
H -4.1725 -7.1397 2.1382 0.02 0.13 -0.02 0.50
O -1.0619 -4.2481 4.9471 0.51 -0.73 0.56 -0.45
C -1.0875 -5.2025 4.1632 -2.81 4.49 -3.57 0.40
C -0.3565 -6.5935 4.9905 2.53 -4.29 3.52 -0.21
O -0.3675 -7.5316 4.1916 -0.35 0.70 -0.51 -0.40
H -0.5175 -5.1157 3.2212 1.06 -0.48 0.49 0.21
H -2.0702 -5.5767 3.8314 -0.06 -0.88 1.00 -0.08
H -0.9529 -6.6774 5.9155 -1.05 0.43 -0.56 0.27
H 0.6170 -6.2030 5.3356 0.13 0.76 -0.97 0.27
O -1.7087 7.3055 4.9719 -0.24 1.70 -1.78 -0.84
V -1.9152 8.4894 3.7661 -0.14 -0.12 -0.09 1.60
O -2.1117 9.6761 2.5610 0.48 -1.62 1.72 -0.84
Li 2.9312 2.7513 -1.3262 -0.75 0.11 -0.36 0.90
O -0.8158 12.4368 1.0420 0.14 -0.12 -0.03 -0.63
H -0.7089 12.1552 0.1277 -0.04 0.06 0.04 0.31
H -0.9753 11.6164 1.5241 -0.21 -0.03 0.03 0.32
```
Positions in Å, forces in eV/Å.

=====

2.
Density functional theory data (wB97M-V/def2-TZVPD) for the molecule C3H6N2O2 in a non-equilibrium geometry.

Computed properties:
HOMO-LUMO gap: 10.45 eV
lowest unoccupied orbital energy: 0.6 eV
SMILES: NC(=O)NCC=O
strongest force on any atom: 0.061 hartree/bohr
energy: -10283.23637 eV

Structure (XYZ):
```
13
Properties=species:S:1:pos:R:3:forces:R:3:mulliken_charge:R:1
N -1.4241 0.2201 -0.9236 -1.26 -0.34 -0.71 -0.33
C -0.9914 1.0423 0.0637 1.82 1.05 -0.19 0.46
O -1.5901 2.0480 0.3891 -0.46 -0.19 -0.06 -0.62
N 0.3266 0.8722 0.5318 -0.29 -0.53 0.23 -0.26
C 0.8720 -0.4542 0.9251 -2.11 1.63 -1.64 -0.43
C 1.0690 -1.1739 -0.3855 1.71 -1.92 0.19 -0.18
O 0.9457 -2.3713 -0.4883 -0.55 0.11 0.11 -0.46
H -2.1529 0.6339 -1.4810 -0.30 0.00 0.32 0.23
H -1.0063 -0.5537 -1.4071 0.67 0.03 0.55 0.18
H 0.5574 1.6862 1.0732 0.09 -0.15 0.46 0.24
H 0.1104 -0.9748 1.5035 0.37 -0.39 0.26 0.25
H 1.7798 -0.2984 1.4673 0.63 -0.14 0.23 0.41
H 1.5040 -0.6763 -1.2680 -0.31 0.85 0.24 0.51
```
Positions in Å, forces in eV/Å.

=====

3.
Density functional theory data (wB97M-V/def2-TZVPD) for the ion C3H2N3O with charge +1 in a non-equilibrium geometry.

Computed properties:
HOMO-LUMO gap (alpha / beta): 9.07 / 9.07 eV
lowest unoccupied orbital energy (alpha / beta): -6.7 / -6.7 eV
SMILES: N#[N+]c1cnco1
strongest force on any atom: 0.091 hartree/bohr
total charge: +1
energy: -9650.57234 eV

Structure (XYZ):
```
9
Properties=species:S:1:pos:R:3:forces:R:3:mulliken_charge:R:1
N 1.3279 -2.8891 -2.2840 -0.57 1.23 2.20 -0.24
N 1.0619 -2.1844 -1.4508 0.38 -0.47 -2.02 0.57
C 0.6302 -1.1339 -0.7222 -1.71 1.49 0.84 0.50
C -0.4779 -0.1972 -0.8126 0.83 -2.66 -2.04 -0.04
N -0.4469 0.5550 0.2489 0.67 1.46 0.86 -0.38
C 0.6586 0.2237 0.9293 -3.70 -0.57 -2.84 0.03
O 1.2339 -0.8128 0.4607 2.46 -2.08 -0.85 -0.24
H -1.1827 -0.1733 -1.6727 0.40 0.22 1.06 0.35
H 1.0390 0.7063 1.7252 1.23 1.38 2.80 0.47
```
Positions in Å, forces in eV/Å.

=====

4.
Density functional theory data (wB97M-V/def2-TZVPD) for the molecule C3H9NO in a non-equilibrium geometry.

Computed properties:
HOMO-LUMO gap: 10.59 eV
lowest unoccupied orbital energy: 1.0 eV
SMILES: NCCCO
strongest force on any atom: 0.045 hartree/bohr
energy: -6793.76036 eV

Structure (XYZ):
```
14
Properties=species:S:1:pos:R:3:forces:R:3:mulliken_charge:R:1
N 2.2803 0.0007 -1.0543 -0.78 1.01 -0.09 -0.64
C 1.0724 -0.6714 -0.5241 0.93 -0.34 0.77 -0.43
C 0.1528 0.2693 0.2160 -0.97 1.21 1.31 -0.49
C -1.2259 -0.2993 0.5974 -0.38 -1.08 -2.00 -0.47
O -2.3012 0.6278 0.7685 1.01 -0.11 0.33 -0.50
H 3.0887 -0.0422 -0.4467 -0.15 -0.59 0.23 0.28
H 2.0445 0.9906 -0.9925 0.26 0.02 -0.59 0.26
H 1.4563 -1.4317 0.1675 -0.49 -0.20 -0.17 0.26
H 0.4945 -1.1530 -1.3061 0.20 -0.18 -0.36 0.30
H 0.6275 0.6260 1.1410 0.16 0.26 -0.36 0.21
H -0.1089 1.1522 -0.4219 0.54 -0.44 0.30 0.34
H -1.4537 -0.8895 -0.3152 -0.31 -0.19 0.39 0.26
H -1.2721 -1.0050 1.4149 0.32 0.13 0.42 0.35
H -2.1852 1.2297 0.0350 -0.36 0.48 -0.19 0.28
```
Positions in Å, forces in eV/Å.

=====

5.
Density functional theory data (wB97M-V/def2-TZVPD) for a structure of composition C3H7NO2S in a non-equilibrium geometry.

Computed properties:
HOMO-LUMO gap: 8.40 eV
lowest unoccupied orbital energy: -0.2 eV
strongest force on any atom: 0.167 hartree/bohr
energy: -19639.00402 eV

Structure (XYZ):
```
14
Properties=species:S:1:pos:R:3:forces:R:3:mulliken_charge:R:1
C -0.6763 -0.9848 1.2741 -0.83 -1.59 -0.37 -1.18
C -0.3474 -0.8875 -0.2543 3.81 -1.33 3.55 0.29
C 0.7448 0.2638 -0.3624 1.48 -5.16 4.50 0.09
H -1.4768 -1.8269 1.4970 1.36 1.79 -0.80 0.30
H 0.2913 -1.4052 1.7072 -1.46 1.41 0.09 0.38
H -1.1030 0.0204 1.5355 0.78 -1.04 0.62 0.31
H 0.1007 -1.8522 -0.4669 1.20 -0.05 -0.14 0.30
H -0.9402 -0.4005 -2.0076 -3.01 -2.34 4.02 0.34
H -0.4073 1.3050 -1.4024 0.38 1.48 0.67 0.19
H 1.5699 2.5291 0.4483 -0.84 -0.88 -4.48 0.36
N 0.3989 1.3787 -0.7489 -3.48 3.70 -4.92 0.13
O -1.4303 -0.8303 -0.9847 -0.97 3.97 -7.54 -0.58
O 1.1776 2.4876 -0.8453 0.65 0.11 4.68 -0.51
S 2.0983 0.2028 0.6106 0.93 -0.09 0.11 -0.44
```
Positions in Å, forces in eV/Å.

=====

6.
Density functional theory data (wB97M-V/def2-TZVPD) for a cluster of 3 separate species, H6O3 in total in a non-equilibrium geometry.

Computed properties:
HOMO-LUMO gap: 11.91 eV
lowest unoccupied orbital energy: 0.5 eV
SMILES: O.O.O
strongest force on any atom: 0.047 hartree/bohr
energy: -6239.42865 eV

Structure (XYZ):
```
9
Properties=species:S:1:pos:R:3:forces:R:3:mulliken_charge:R:1
O 0.4674 1.5086 -0.1435 -1.78 1.10 -0.55 -0.61
H 1.2173 1.0106 0.0695 1.70 -1.00 0.65 0.30
H 0.6276 2.3956 0.1935 0.04 -0.08 -0.01 0.32
O 3.3826 -1.0155 -0.0317 0.71 -1.65 0.76 -0.62
H 2.7550 -0.4473 -0.4089 -1.13 1.53 -1.00 0.29
H 2.8953 -1.8544 -0.0422 0.45 0.08 0.15 0.33
O -4.0013 -0.7086 -0.1564 -0.93 0.83 1.90 -0.65
H -3.0485 -0.5959 -0.2032 0.07 0.13 0.16 0.32
H -4.2954 -0.2932 0.7231 0.88 -0.94 -2.06 0.33
```
Positions in Å, forces in eV/Å.